Record 1
Molecular formula: C17H36B3IO10
Method: DFT, wB97M-V/def2-TZVPD

Geometry (Å):
1 C 5.154010 -0.811148 2.040373
2 C 3.689311 -0.487349 1.531787
3 C 3.103304 0.639249 2.458475
4 I 2.592122 -0.171635 4.428045
5 B 1.899308 1.472982 1.826483
6 O 1.899649 2.889545 2.055901
7 B 0.848851 3.046772 3.019995
8 O -0.389411 2.475547 2.666463
9 B -0.299715 1.757297 1.431332
10 O -1.416260 1.885226 0.582277
11 C -2.106863 0.631340 0.455191
12 C -3.185731 0.371619 1.559487
13 C -3.566089 1.622490 2.402389
14 C -2.787949 -0.870216 2.430977
15 C -2.713654 -2.147715 1.486746
16 C -3.864456 -1.203466 3.521527
17 O 0.814161 0.939795 1.103944
18 H 5.067891 -1.358199 2.994979
19 H 5.658754 0.154801 2.238018
20 H 5.657236 -1.388829 1.247124
21 H 3.019729 -1.360856 1.616260
22 H 3.800562 -0.125790 0.487735
23 H 3.922111 1.360851 2.652875
24 H 1.042155 3.578805 4.059404
25 H -2.604065 0.587712 -0.537436
26 H -1.331055 -0.169106 0.418183
27 H -4.111525 0.058990 1.022417
28 H -4.619064 1.647266 2.730498
29 H -2.899850 1.667169 3.293123
30 H -3.380766 2.576787 1.865438
31 H -1.778038 -0.740612 2.881375
32 H -3.181411 -1.834610 0.527710
33 H -1.662441 -2.401961 1.235940
34 H -3.224396 -3.023230 1.918170
35 H -3.413813 -1.879850 4.275844
36 H -4.312426 -0.312958 3.993180
37 H -4.660247 -1.790871 3.014349
38 C -5.623016 -6.451788 -3.201263
39 C -5.839750 -4.994283 -2.845630
40 O -4.656133 -4.401100 -2.296195
41 C -3.690375 -4.132786 -3.174431
42 O -3.731332 -4.326725 -4.358316
43 O -2.656673 -3.618941 -2.503906
44 C -1.506264 -3.378956 -3.313809
45 H -5.258730 -7.005792 -2.333967
46 H -6.553871 -6.904321 -3.545239
47 H -4.878172 -6.562785 -3.989197
48 H -6.603764 -4.919114 -2.072175
49 H -6.188357 -4.417186 -3.703758
50 H -1.749531 -2.748088 -4.167796
51 H -1.080324 -4.325575 -3.647049
52 H -0.774027 -2.863796 -2.695650
53 C 3.275226 3.789329 -0.379492
54 C 4.776071 3.678100 -0.201768
55 O 5.439311 3.372070 -1.436492
56 C 5.532616 4.381358 -2.301392
57 O 5.134668 5.501172 -2.133733
58 O 6.141942 3.926824 -3.399229
59 C 6.218964 4.886049 -4.453036
60 H 2.875186 2.880306 -0.837412
61 H 2.786969 3.945600 0.580552
62 H 3.011418 4.619030 -1.036028
63 H 5.001079 2.852719 0.475468
64 H 5.197590 4.582996 0.239149
65 H 6.693331 5.806347 -4.114725
66 H 5.222287 5.091792 -4.843983
67 H 6.823731 4.451703 -5.246076

Cartesian forces, eV/Å:
-1.4 0.1 -0.4
0.9 0.5 1.3
0.5 0.0 -1.4
-0.1 0.4 -0.7
0.1 0.2 -0.2
-1.2 -1.7 1.9
-0.4 -0.3 -1.2
2.2 -0.1 -0.8
-1.8 0.4 -0.7
1.3 -0.8 1.3
-0.2 -0.6 -0.8
-0.4 -0.3 0.3
0.8 0.4 0.1
-0.6 -0.8 -0.2
0.6 1.1 -0.3
0.4 -0.2 -0.5
0.0 1.6 1.7
0.4 0.1 -0.5
0.0 -0.6 -0.3
0.1 0.2 0.7
0.4 0.3 -0.5
-0.5 -0.1 0.5
-0.5 -0.4 0.2
-0.1 0.2 -0.1
0.4 0.4 0.5
-0.6 0.3 0.2
0.6 0.1 0.2
0.5 -0.3 -0.1
-0.5 0.0 -0.4
-0.1 -0.7 0.1
-0.6 0.3 -0.1
0.1 -0.7 0.5
-0.6 0.0 0.2
0.3 0.4 -0.3
-0.3 0.5 -0.2
0.3 -0.5 0.0
0.2 0.5 0.4
0.3 -0.1 -0.1
-0.4 -0.3 -0.2
0.0 0.1 0.1
0.0 -0.1 0.3
0.0 0.0 -0.2
0.0 0.1 0.0
0.3 0.1 -0.1
-0.1 0.0 0.0
0.0 0.0 0.1
-0.1 0.1 0.0
0.2 0.1 0.1
0.2 0.0 0.0
-0.1 -0.1 0.0
-0.1 0.1 -0.1
-0.2 0.0 0.2
0.0 0.3 -0.3
-0.4 0.1 0.4
0.2 -0.1 0.0
0.0 -0.3 0.0
0.0 0.2 0.0
0.0 0.0 0.0
0.1 0.1 -0.3
0.0 -0.1 0.1
0.2 0.0 -0.3
0.1 0.0 0.0
0.2 -0.1 -0.2
0.0 0.0 -0.2
-0.1 0.0 0.1
0.0 0.1 0.1
0.0 -0.2 0.2

* max |F|: 2.9 eV/Å
* net charge: 0
* LUMO: -0.171 eV
* HOMO-LUMO gap: 9.62 eV

Now the Mulliken charges, all in e: -1.15, -0.33, -0.58, 0.06, 0.46, -0.48, 0.58, -0.45, 0.71, -0.63, -0.51, 0.22, -1.74, 0.86, -1.33, -1.49, -0.53, 0.31, 0.31, 0.35, 0.36, 0.33, 0.40, -0.11, 0.26, 0.31, 0.54, 0.45, 0.29, 0.36, 0.09, 0.27, 0.25, 0.41, 0.39, 0.35, 0.33, -1.10, -0.19, -0.33, 0.73, -0.56, -0.26, -0.67, 0.29, 0.36, 0.32, 0.29, 0.31, 0.32, 0.30, 0.19, -0.82, -0.14, -0.36, 0.77, -0.55, -0.36, -0.64, 0.19, 0.17, 0.51, 0.17, 0.33, 0.29, 0.29, 0.23



Record 2
Molecular formula: C17H36BHgN3O3V
Method: DFT, wB97M-V/def2-TZVPD

Geometry (Å):
1 N -2.181867 0.318945 -1.143215
2 C -2.631290 1.444967 -1.074294
3 O -3.074924 2.544455 -1.032403
4 Hg -1.936301 -3.417810 -2.191277
5 V -0.645056 -0.802285 -0.959625
6 N 0.556382 -0.683012 -2.329666
7 N -0.692400 -2.315838 0.094879
8 C 0.801202 0.523950 -3.148497
9 C -1.603698 -2.707458 1.185016
10 C -0.304854 0.597761 -4.200287
11 C 2.173171 0.506605 -3.823934
12 C 0.735009 1.770062 -2.285177
13 C -1.709636 -4.227089 1.264971
14 C -1.126017 -2.177705 2.541109
15 C -2.975698 -2.114649 0.902343
16 H -0.292496 -0.282530 -4.854490
17 H -0.164897 1.490216 -4.820611
18 H -1.292369 0.654085 -3.724620
19 H 2.965902 0.333388 -3.084424
20 H 2.354109 1.486063 -4.285843
21 H 2.248700 -0.246197 -4.618156
22 H -0.259084 1.938297 -1.858614
23 H 0.969934 2.630370 -2.925305
24 H 1.481399 1.722956 -1.486211
25 H -2.100609 -4.650044 0.331063
26 H -2.410094 -4.493215 2.070798
27 H -0.742491 -4.698404 1.479329
28 H -0.165770 -2.604563 2.850452
29 H -1.868116 -2.468698 3.296296
30 H -1.052236 -1.081407 2.548293
31 H -2.946628 -1.025496 0.769199
32 H -3.623662 -2.369799 1.748968
33 H -3.415446 -2.558825 -0.003282
34 C 0.688459 -2.814578 0.238282
35 H 1.402037 -2.104438 -0.208155
36 H 0.978954 -2.934878 1.291256
37 H 0.803351 -3.794446 -0.261983
38 C 1.106267 -1.903102 -2.926319
39 H 2.196772 -1.964687 -2.775044
40 H 0.672832 -2.820469 -2.508192
41 H 0.908261 -1.933679 -4.008947
42 C 2.592442 2.487333 1.929445
43 C 1.358960 1.619406 2.003514
44 C 1.395318 0.889360 3.347034
45 O 1.382946 0.664445 0.940560
46 B 0.048616 0.487044 0.558423
47 O -0.836781 1.331056 1.252904
48 C -0.004587 2.370833 1.781323
49 C -0.681010 2.934055 3.006028
50 C 0.109390 3.506333 0.765111
51 H 3.489916 1.869348 2.053491
52 H 2.562978 3.217703 2.749249
53 H 2.668500 3.026217 0.981119
54 H 2.277193 0.238569 3.394093
55 H 1.484657 1.625093 4.157934
56 H 0.503779 0.274086 3.535509
57 H -0.069299 3.749118 3.413890
58 H -1.655292 3.354667 2.724912
59 H -0.838077 2.185281 3.787714
60 H 0.699606 3.235888 -0.118920
61 H -0.894846 3.788360 0.427760
62 H 0.578489 4.378985 1.235221

Cartesian forces, eV/Å:
2.2 -2.1 0.1
-1.5 3.8 0.2
1.3 -3.3 -0.1
-0.1 0.2 0.1
-2.4 1.0 -1.6
-0.2 -0.5 0.2
0.7 0.2 1.0
-0.2 0.9 -0.4
-1.0 -0.2 -0.1
-0.4 -0.2 -0.3
0.4 -0.4 0.0
0.1 0.3 0.2
0.1 -0.4 0.1
0.4 0.3 0.4
-0.2 0.0 0.0
0.0 0.2 0.0
0.0 -0.2 0.1
0.2 0.1 -0.1
-0.1 0.1 -0.2
-0.1 -0.3 0.2
0.0 0.2 0.2
0.2 0.0 0.0
-0.1 -0.1 0.3
-0.1 0.0 -0.1
0.0 0.0 0.0
0.3 0.1 -0.3
-0.2 0.1 0.0
-0.2 0.1 0.0
0.2 0.1 -0.2
-0.1 -0.3 -0.1
-0.1 -0.3 0.2
0.0 0.2 -0.3
0.0 0.1 0.1
0.5 -0.5 -0.5
-0.1 -0.2 0.1
-0.3 0.2 -0.4
0.0 0.4 0.2
0.5 -0.6 0.0
-0.3 0.2 -0.1
0.1 0.3 0.1
0.0 0.2 0.4
0.2 0.3 -0.2
-0.1 1.0 1.6
0.0 -0.2 0.1
-2.0 -1.3 -1.7
1.2 2.0 2.4
0.5 -2.0 -2.1
0.9 1.0 0.6
0.0 0.1 0.5
0.0 -0.1 -0.3
-0.2 0.1 0.0
0.1 -0.1 -0.2
0.0 -0.1 0.1
-0.2 0.1 -0.1
-0.1 -0.3 -0.2
0.2 0.2 -0.1
-0.2 -0.2 0.0
0.3 -0.1 0.0
0.0 0.1 -0.1
-0.1 0.1 0.2
0.2 0.0 0.1
-0.1 -0.2 -0.2

* 2S+1: 2
* max |F|: 4.1 eV/Å
* energy above the lowest of the compared OMol25 structures with the same formula, charge and spin: 0.0 kJ/mol
* net charge: +2
* LUMO (alpha / beta): -8.142 / -10.668 eV
* HOMO-LUMO gap (alpha / beta): 7.60 / 5.07 eV

Now the Mulliken charges, all in e: -0.81, 1.00, -0.43, 0.59, 0.10, 0.64, 0.41, 0.69, 0.47, -1.36, -1.70, -1.67, -1.42, -1.43, -1.33, 0.35, 0.47, 0.24, 0.42, 0.45, 0.43, 0.10, 0.72, 0.41, 0.26, 0.45, 0.37, 0.36, 0.58, 0.24, 0.11, 0.53, 0.25, -1.13, 0.43, 0.36, 0.38, -1.24, 0.39, 0.38, 0.30, -1.79, 1.51, -1.70, -0.38, 1.89, -0.41, 1.41, -1.84, -1.56, 0.45, 0.38, 0.35, 0.46, 0.45, 0.15, 0.38, 0.47, 0.38, 0.13, 0.44, 0.45



Record 3
Molecular formula: C17H36Br13FO4PS
Method: DFT, wB97M-V/def2-TZVPD

Geometry (Å):
1 C -4.257440 -1.442400 1.611185
2 C -3.419314 -2.289200 0.574457
3 C -3.529560 -1.822990 -0.910042
4 C -2.904165 -0.420333 -1.184983
5 Br -2.689947 -0.462791 -3.208275
6 O -1.566229 -0.323506 -0.772982
7 P -1.425208 1.246771 0.043975
8 O -2.739641 1.939136 -0.906959
9 C -3.719584 0.907874 -0.862151
10 S -5.216871 1.284908 -1.890023
11 O -6.085698 0.085118 -1.960088
12 O -4.917798 1.910884 -3.194157
13 F -6.002633 2.448485 -1.005040
14 H -4.839590 -0.615451 1.150215
15 H -5.017547 -2.104621 2.103173
16 H -3.579407 -1.087338 2.421753
17 H -2.370966 -2.368925 0.939686
18 H -3.824568 -3.330152 0.622478
19 H -4.565784 -1.887794 -1.318271
20 H -2.935121 -2.549143 -1.518298
21 H -1.363511 2.334156 1.013729
22 H -0.399206 1.777519 -0.814381
23 H -0.314927 0.600467 0.740243
24 H -2.287836 0.620838 1.038074
25 H -4.125377 1.053476 0.172344
26 Br -0.021928 1.150612 3.772264
27 C 1.687941 0.219143 3.787437
28 C 2.754278 1.022027 3.089413
29 Br 2.535110 0.915623 1.157181
30 H 1.522208 -0.755028 3.331306
31 H 1.931661 0.086316 4.841939
32 H 3.742752 0.608686 3.293012
33 H 2.743115 2.075923 3.358587
34 Br 4.157347 -2.026035 -1.117934
35 C 3.869979 -1.196030 -2.858515
36 C 3.750571 0.302263 -2.742418
37 Br 2.006218 0.824025 -2.052403
38 H 2.987755 -1.662746 -3.289608
39 H 4.745599 -1.466262 -3.449113
40 H 3.819376 0.767291 -3.725784
41 H 4.497369 0.741394 -2.085364
42 Br 3.262190 4.632705 -1.254642
43 C 4.581920 3.831851 -0.068655
44 C 5.987486 4.135028 -0.521440
45 Br 6.499782 3.040960 -2.051185
46 H 4.362128 2.767893 -0.025108
47 H 4.392226 4.276883 0.908037
48 H 6.703322 3.882490 0.260398
49 H 6.127112 5.172401 -0.815483
50 Br 0.615128 9.933601 -1.661323
51 C 1.184742 8.161646 -2.242706
52 C 0.176468 7.106294 -1.868596
53 Br 0.276343 6.666220 0.024391
54 H 2.166224 7.986762 -1.809216
55 H 1.277447 8.235313 -3.326113
56 H 0.390943 6.172968 -2.389194
57 H -0.849626 7.402450 -2.071317
58 Br -1.747419 -4.950391 -0.274020
59 C -2.297134 -6.521351 0.737361
60 C -3.407316 -7.264982 0.040432
61 Br -5.116059 -6.354661 0.255863
62 H -2.569960 -6.177657 1.732688
63 H -1.404677 -7.144134 0.804413
64 H -3.549600 -8.248455 0.488118
65 H -3.240323 -7.376588 -1.027978
66 Br 0.608592 -4.872003 4.159711
67 C 1.487726 -5.247188 2.460837
68 C 2.162442 -4.019771 1.904986
69 Br 0.868502 -2.794352 1.124974
70 H 0.729857 -5.653811 1.795479
71 H 2.222277 -6.020588 2.686394
72 H 2.829889 -4.290079 1.086676
73 H 2.719657 -3.461129 2.653490

Cartesian forces, eV/Å:
-0.1 -0.7 0.3
-1.0 0.1 0.5
0.6 -0.3 0.4
0.9 -1.4 -0.8
-0.3 0.2 -0.6
-3.1 0.5 -0.7
2.7 -0.1 3.3
-1.1 -1.4 -0.6
1.2 1.9 1.5
-1.0 -1.0 -4.1
1.6 2.7 1.1
-0.6 -0.7 3.3
1.1 -1.5 -0.6
0.6 -0.5 0.4
0.6 0.5 -0.4
-0.7 0.1 -0.7
-0.6 0.3 -0.6
0.3 0.8 -0.2
0.6 0.3 0.5
-0.4 0.7 0.4
0.2 0.4 -0.8
-0.7 0.1 -0.7
-0.3 0.2 0.1
-0.6 0.2 -0.3
-0.2 -1.2 -0.8
0.1 -0.1 0.0
-0.2 0.1 0.4
0.2 -0.2 -0.3
0.2 0.2 0.3
0.0 0.1 -0.1
0.1 0.0 -0.1
-0.1 0.0 0.1
-0.1 -0.1 0.1
0.0 0.0 0.0
0.3 -0.1 0.0
-0.4 0.1 0.0
0.0 -0.1 -0.2
0.0 0.1 0.1
0.0 0.0 0.0
0.1 -0.1 0.0
0.0 -0.1 -0.1
0.1 -0.1 0.0
-0.1 0.3 -0.1
0.1 -0.2 0.1
0.0 0.1 0.0
0.0 0.1 0.0
0.1 0.0 0.0
-0.1 0.0 0.0
-0.1 -0.1 0.0
0.1 0.0 0.0
-0.1 0.1 -0.2
0.1 -0.3 0.2
-0.1 0.1 0.0
-0.1 -0.1 0.0
0.0 0.0 0.1
0.0 0.1 0.0
0.1 0.0 0.0
0.1 -0.5 0.0
0.3 0.2 -0.2
-0.2 -0.1 0.2
0.1 0.0 -0.1
-0.1 -0.1 -0.1
-0.1 -0.1 0.0
0.0 0.1 0.0
0.1 0.1 0.1
-0.1 0.0 -0.1
0.2 -0.1 0.2
-0.2 0.2 -0.4
0.1 0.2 0.2
0.0 0.1 0.0
0.0 0.1 0.0
0.0 -0.1 0.1
0.0 -0.1 0.0

* max |F|: 4.3 eV/Å
* net charge: -1
* LUMO: 1.820 eV
* HOMO-LUMO gap: 6.62 eV

Now the Mulliken charges, all in e: -1.07, 0.63, -0.60, 0.18, -0.19, -0.09, 0.81, -0.49, -0.38, 1.23, -0.61, -0.57, -0.28, 0.19, 0.39, 0.21, -0.13, -0.22, 0.21, 0.38, 0.01, -0.38, -0.37, -0.32, 0.49, -0.13, -0.26, -0.73, 0.03, -0.07, 0.39, 0.36, 0.38, -0.17, -0.59, -0.48, -0.10, 0.40, 0.37, 0.39, 0.16, -0.04, -0.37, -0.54, -0.17, 0.00, 0.36, 0.37, 0.38, -0.17, -0.46, -0.69, -0.09, 0.30, 0.36, 0.32, 0.42, -0.05, -0.71, -0.61, -0.16, 0.43, 0.36, 0.38, 0.35, -0.16, -0.35, -0.72, 0.06, 0.09, 0.40, 0.32, 0.39



Record 4
Molecular formula: C17H36Cl6O5
Method: DFT, wB97M-V/def2-TZVPD

Geometry (Å):
1 C 0.149650 5.800719 -1.444676
2 C 1.229448 6.173017 -2.434681
3 C 2.108950 4.927978 -2.477552
4 O 1.969002 4.316352 -1.181434
5 C 1.024498 5.076476 -0.431105
6 H -0.529664 5.068485 -1.881686
7 H -0.401834 6.613802 -0.978024
8 H 1.816424 7.067876 -2.223508
9 H 0.812468 6.372237 -3.429506
10 H 3.144565 5.213545 -2.676019
11 H 1.808474 4.275511 -3.301732
12 H 1.585073 5.728398 0.245529
13 H 0.383063 4.448305 0.195101
14 C -0.097378 -1.497793 1.242595
15 C -0.948531 -0.352024 1.799882
16 C -0.058753 0.907648 1.603764
17 O 1.250451 0.364126 1.627019
18 C 1.224594 -0.836734 0.870819
19 H -0.565790 -1.881518 0.336285
20 H 0.056723 -2.225068 2.036179
21 H -1.210435 -0.423038 2.855443
22 H -1.902657 -0.213150 1.285653
23 H -0.103855 1.579155 2.463074
24 H -0.254969 1.552331 0.740484
25 H 2.135476 -1.428652 0.847528
26 H 1.096486 -0.510880 -0.175784
27 C -5.120490 -1.803906 0.279142
28 C -3.735474 -2.185904 -0.201292
29 C -3.696895 -1.479170 -1.566124
30 O -4.447842 -0.271368 -1.343489
31 C -5.180777 -0.349311 -0.137455
32 H -5.187229 -1.939318 1.361968
33 H -5.856690 -2.465774 -0.177869
34 H -3.532852 -3.254600 -0.303175
35 H -2.942238 -1.824365 0.456239
36 H -4.276093 -2.158703 -2.204195
37 H -2.730169 -1.261981 -2.009704
38 H -6.243992 -0.152934 -0.315520
39 H -4.755567 0.333301 0.601846
40 Cl -4.324177 -3.089028 5.204712
41 C -2.612875 -3.167200 4.730987
42 Cl -1.548993 -2.363432 5.910724
43 H -2.312067 -4.202530 4.822857
44 H -2.472940 -2.708655 3.761115
45 Cl 1.052677 -4.318677 -4.856032
46 C -0.317579 -3.900318 -3.864396
47 Cl 0.115415 -3.179546 -2.235238
48 H -0.845706 -3.127494 -4.406694
49 H -0.925065 -4.742181 -3.564088
50 Cl 1.796653 -4.117586 2.181646
51 C 1.525478 -5.412904 3.350917
52 Cl -0.235653 -5.459882 3.666921
53 H 1.750684 -6.405903 2.979195
54 H 2.050291 -5.229208 4.280780
55 O 4.087856 0.653253 -2.408622
56 C 4.126960 1.127277 -1.075777
57 C 5.540883 1.382663 -0.550606
58 O 6.098099 2.504096 -1.225899
59 H 4.372080 1.397049 -2.948305
60 H 3.571781 2.070157 -0.985594
61 H 3.555667 0.528191 -0.358929
62 H 6.162169 0.499909 -0.727538
63 H 5.469578 1.605192 0.511578
64 H 6.303596 2.353681 -2.147762

Cartesian forces, eV/Å:
1.0 0.0 0.7
-0.4 0.5 -1.7
0.1 0.5 0.2
-0.2 -0.2 -0.6
-0.4 -0.3 0.6
-0.1 0.1 -0.1
0.0 0.1 -0.2
-0.1 -0.1 0.6
0.0 -0.1 0.1
0.1 -0.2 0.3
-0.2 -0.4 0.4
-0.2 0.3 -0.1
0.4 -0.4 -0.1
-0.1 0.0 0.5
-0.4 1.4 -0.5
0.2 -0.4 1.1
1.2 0.1 0.2
-1.3 1.2 -1.6
0.0 -0.6 0.3
-0.3 -0.3 -0.4
0.3 -0.3 0.1
0.1 -0.1 -0.1
-0.1 -0.1 0.0
0.0 -0.5 -0.4
0.1 0.1 0.9
0.2 -0.2 -0.1
1.0 -0.6 1.1
1.2 -0.2 -0.5
-1.2 -0.5 1.0
0.5 0.2 -0.7
-1.0 -0.8 -0.2
-0.2 0.1 0.0
-0.2 0.4 -0.2
-0.3 0.0 0.0
-0.2 0.2 0.1
0.1 0.3 -0.5
0.1 0.1 0.1
0.2 0.7 -0.1
-0.1 0.0 0.1
0.2 0.1 -0.2
0.1 -0.2 0.9
-0.1 0.3 -0.1
-0.2 0.0 -0.6
0.0 -0.1 -0.1
0.2 -0.3 0.1
0.0 0.8 1.1
0.0 -0.2 -0.8
-0.3 -0.1 0.2
0.0 -0.2 -0.5
0.6 -0.5 0.1
-0.8 0.0 0.0
0.1 -0.2 0.3
0.3 0.2 -0.4
0.0 0.2 -0.1
0.1 -0.2 0.2
-0.3 1.0 1.1
-0.7 -0.4 -1.3
0.2 0.7 0.7
-0.2 -0.1 -0.2
0.2 0.2 -0.3
0.3 -0.8 -0.6
0.0 -0.1 0.2
0.3 0.2 0.0
0.0 -0.6 -0.1

* max |F|: 2.4 eV/Å
* energy above the lowest of the compared OMol25 structures with the same formula, charge and spin: 72.3 kJ/mol
* SMILES: C1CCOC1.C1CCOC1.C1CCOC1.ClCCl.ClCCl.ClCCl.OCCO
* net charge: 0
* LUMO: 0.524 eV
* HOMO-LUMO gap: 10.09 eV

Now the Mulliken charges, all in e: -0.44, -0.68, -0.40, -0.30, -0.46, 0.25, 0.36, 0.28, 0.32, 0.28, 0.31, 0.30, 0.17, 0.45, -0.01, -0.62, -0.45, -0.66, -0.27, 0.19, 0.12, -0.10, 0.33, 0.26, 0.48, 0.30, -0.62, 0.21, -0.34, -0.44, -0.42, 0.31, 0.32, 0.45, -0.59, 0.28, 0.27, 0.30, 0.28, -0.18, 0.33, -0.17, 0.07, -0.08, -0.15, -0.36, -0.11, 0.27, 0.33, -0.07, -0.37, -0.14, 0.32, 0.27, -0.54, 0.33, -0.43, -0.55, 0.32, -0.04, 0.03, 0.26, 0.34, 0.30



Q: Which formula does entry 4 have?
A: C17H36Cl6O5